(1)
Molecular formula: C31H32F2N3O3TeTi
Method: DFT, wB97M-V/def2-TZVPD

The geometry in XYZ format:
```
73
Properties=species:S:1:pos:R:3:forces:R:3
Ti 0.1665 0.1768 -0.1262 0.39 0.19 0.36
C -2.0595 -3.1769 3.3369 0.01 -0.01 0.00
N -0.9789 -2.8422 2.3962 0.03 0.00 0.04
C -0.0425 -3.9422 2.1102 -0.01 -0.01 -0.01
C -0.8394 -1.6718 1.8601 -0.10 0.00 -0.02
O 0.0961 -1.4015 1.0249 0.03 -0.04 0.02
C -1.8119 -0.5314 2.1342 -0.02 -0.12 -0.03
O -1.2733 0.6594 1.5449 -0.05 -0.10 0.05
C -0.8351 1.6693 2.4674 -0.08 0.06 0.06
C 0.6280 1.9300 2.1964 0.20 0.10 -0.12
O 1.1288 1.3291 1.1773 -0.28 -0.02 -0.02
N 1.3329 2.7164 2.9487 0.01 0.05 0.00
C 2.7469 2.9993 2.6617 0.02 -0.01 0.01
C 0.7829 3.4494 4.0963 0.03 -0.01 0.03
H -1.6461 -3.2819 4.3389 0.00 0.00 0.00
H -2.8437 -2.4268 3.3354 0.00 0.01 -0.01
H -2.4934 -4.1271 3.0327 0.01 0.00 -0.01
H 0.2805 -4.3685 3.0579 0.00 0.00 0.00
H -0.5622 -4.7061 1.5340 0.00 0.00 0.00
H 0.8139 -3.5738 1.5586 0.00 0.01 0.00
H -2.7600 -0.7530 1.6413 -0.02 0.00 0.03
H -1.9959 -0.3833 3.1964 0.01 -0.02 0.00
H -1.4251 2.5755 2.3034 0.02 -0.02 -0.01
H -0.9774 1.3249 3.4910 -0.03 0.02 0.01
H 3.0649 2.4702 1.7719 -0.01 0.00 0.00
H 2.8684 4.0725 2.5217 -0.02 0.01 0.00
H 3.3455 2.6841 3.5147 0.00 0.00 0.00
H -0.2233 3.1283 4.3432 -0.01 -0.01 -0.02
H 1.4309 3.2842 4.9550 -0.01 -0.01 0.00
H 0.7668 4.5133 3.8636 0.01 -0.01 -0.02
F -5.0045 -0.6642 -1.5215 -0.02 0.01 0.02
C -3.7125 -0.8227 -1.7565 0.03 -0.02 -0.04
C -2.7977 -0.1409 -0.9674 -0.01 0.02 -0.02
C -1.4452 -0.2956 -1.2264 -0.13 -0.08 -0.04
C -0.9844 -1.1330 -2.2730 0.03 0.00 0.01
C -1.9614 -1.8125 -3.0080 -0.03 0.03 -0.03
F -1.6032 -2.6468 -3.9781 0.00 0.01 -0.02
C -3.3145 -1.6660 -2.7766 -0.01 -0.02 0.02
C 0.4675 -1.2321 -2.5424 0.03 0.08 -0.03
C 1.0596 -1.8419 -3.6383 0.04 -0.04 -0.04
C 2.4401 -1.8235 -3.7684 0.01 0.00 0.01
C 3.2345 -1.1988 -2.8108 0.00 -0.01 -0.02
C 2.6092 -0.5983 -1.7493 -0.01 0.01 0.04
N 1.2649 -0.6123 -1.6190 -0.13 -0.11 -0.19
H -3.1627 0.5199 -0.1919 -0.01 0.02 0.00
H -4.0348 -2.2042 -3.3786 -0.01 0.00 0.00
H 0.4582 -2.3219 -4.3915 -0.01 0.01 0.01
H 2.8993 -2.2967 -4.6268 0.00 0.00 0.00
H 4.3112 -1.1734 -2.8944 0.00 0.00 0.00
H 3.1672 -0.0851 -0.9751 -0.01 0.00 0.00
Te 0.2262 2.6978 -1.4746 -0.03 0.06 -0.14
C -0.8463 2.8796 -3.2818 0.23 0.02 0.19
C -1.9939 2.1647 -3.5979 -0.07 -0.05 0.07
C -2.6045 2.3977 -4.8215 -0.02 0.00 -0.01
C -2.0705 3.3236 -5.7090 0.05 0.02 0.02
C -0.9212 4.0294 -5.3792 -0.03 -0.01 -0.02
C -0.2966 3.8104 -4.1595 -0.08 -0.05 -0.05
C -1.0075 3.7588 -0.1308 0.00 -0.10 -0.12
C -2.3821 3.5425 -0.1202 0.04 0.06 0.05
C -3.1718 4.2487 0.7774 0.01 0.02 0.01
C -2.5884 5.1645 1.6493 -0.01 -0.03 -0.02
C -1.2193 5.3944 1.6092 0.03 -0.05 0.00
C -0.4172 4.6903 0.7154 -0.06 0.04 0.03
H -2.4270 1.4496 -2.9083 0.08 0.07 -0.08
H -3.5056 1.8575 -5.0796 -0.01 0.00 -0.01
H -2.5534 3.4978 -6.6608 -0.01 0.00 0.00
H -0.5059 4.7525 -6.0676 -0.01 0.00 -0.01
H 0.5992 4.3637 -3.9073 0.00 0.00 0.00
H -2.8371 2.8663 -0.8326 -0.03 -0.03 0.01
H -4.2448 4.1079 0.7786 0.00 0.00 0.01
H -3.2089 5.7265 2.3347 -0.01 0.00 -0.01
H -0.7794 6.1495 2.2475 0.00 0.02 0.01
H 0.6432 4.9055 0.6531 0.01 0.00 0.00
```
Positions in Å, forces in eV/Å.

Frontier orbital gap ... 6.623 eV
Charge ... +3
Relative energy (zero: lowest compared OMol25 entry of this formula, charge and spin) ... 0.0 kcal per mole
Strongest force on any atom ... 0.56 eV/A

Just the Mulliken charges please, in e? Sure, here they are:
1. Ti -1.152
2. C -0.992
3. N 0.149
4. C -0.977
5. C 0.996
6. O -0.647
7. C -1.659
8. O -0.158
9. C -1.142
10. C 0.654
11. O -0.456
12. N 0.252
13. C -0.945
14. C -0.980
15. H 0.348
16. H 0.416
17. H 0.366
18. H 0.359
19. H 0.359
20. H 0.328
21. H 0.767
22. H 0.803
23. H 0.285
24. H 0.889
25. H 0.281
26. H 0.351
27. H 0.362
28. H 0.358
29. H 0.384
30. H 0.360
31. F -0.323
32. C -0.028
33. C -0.979
34. C 1.944
35. C -0.159
36. C 0.935
37. F -0.326
38. C -0.999
39. C 0.740
40. C -1.075
41. C -0.468
42. C -0.953
43. C -0.318
44. N 0.470
45. H 1.060
46. H 0.605
47. H 0.636
48. H 0.500
49. H 0.489
50. H 0.623
51. Te 0.583
52. C 0.573
53. C 0.228
54. C -0.872
55. C -0.623
56. C -0.674
57. C -0.872
58. C 0.466
59. C -0.238
60. C -0.765
61. C -0.741
62. C -0.657
63. C -0.445
64. H 0.377
65. H 0.463
66. H 0.435
67. H 0.435
68. H 0.432
69. H 0.479
70. H 0.489
71. H 0.475
72. H 0.575
73. H 0.541

***

(2)
Molecular formula: C31H32F3NO3P
Method: DFT, wB97M-V/def2-TZVPD

The geometry in XYZ format:
```
71
Properties=species:S:1:pos:R:3:forces:R:3
C 1.5324 -2.4782 2.4184 0.19 -0.21 -0.16
N 0.5342 -2.6329 1.3689 -0.33 0.58 0.08
C 0.2343 -4.0367 1.1462 -0.03 -0.35 -0.22
C 0.7839 -1.7626 0.2037 0.68 -2.20 -0.18
C 0.3536 -2.3409 -1.1453 -0.02 0.16 0.07
C -0.9368 -2.8248 -1.3860 0.22 -0.34 -0.05
C -1.2204 -3.4749 -2.5826 -0.02 0.26 0.30
C -0.2259 -3.5964 -3.5446 0.12 -0.03 -0.15
C -0.5376 -4.3499 -4.8006 -0.22 -0.68 -1.04
F 0.3045 -4.0312 -5.8271 -0.75 -0.27 0.88
F -0.4321 -5.7071 -4.6089 -0.22 1.28 -0.23
F -1.8158 -4.0906 -5.2245 1.13 -0.38 0.31
C 1.0399 -3.0600 -3.3537 -0.19 0.13 0.15
C 1.3090 -2.4011 -2.1605 0.11 -0.15 0.14
H 1.1586 -3.0074 3.3033 0.20 0.30 -0.06
H 2.5046 -2.9293 2.1414 -0.14 0.15 0.04
H 1.7013 -1.4237 2.6604 0.05 -0.16 -0.04
H 0.3248 -4.5267 2.1221 -0.12 -0.01 -0.30
H -0.7910 -4.1798 0.7860 0.31 -0.03 0.10
H 0.9271 -4.5368 0.4436 -0.15 0.12 0.21
H 1.8813 -1.6197 0.1196 -0.34 0.06 -0.05
H -1.7120 -2.7428 -0.6253 0.23 -0.08 -0.13
H -2.2103 -3.8865 -2.7677 0.21 0.10 0.04
H 1.8100 -3.1637 -4.1106 -0.17 0.06 0.04
H 2.2976 -1.9587 -2.0157 -0.26 -0.23 0.05
C -2.6019 2.1429 6.2808 -0.11 0.02 -0.44
O -2.9415 2.3437 4.8860 0.33 -0.78 -0.15
C -2.3764 1.5421 3.9457 0.37 0.22 0.10
C -2.7473 1.7757 2.6026 0.13 -0.18 0.75
C -2.0758 1.1330 1.5851 0.48 0.02 -0.22
C -0.9942 0.2538 1.8309 -0.34 -0.39 0.53
P 0.1803 -0.1106 0.4864 -0.75 3.12 0.16
C -0.5993 0.6395 -0.9774 -0.47 0.02 -0.10
C -0.1296 1.8296 -1.5770 0.10 -0.49 0.23
C -0.8455 2.4544 -2.5814 -0.60 -0.15 -0.31
C -2.0527 1.8847 -3.0545 -0.20 -0.11 0.12
O -2.7859 2.6042 -3.9466 0.26 -0.76 0.32
C -4.0486 2.0518 -4.3922 0.44 0.12 0.10
C -2.4821 0.6422 -2.5284 -0.19 0.72 -0.18
C -1.8277 0.1188 -1.4285 0.44 -0.28 -0.07
C 1.6434 0.9272 0.7800 0.23 0.00 0.16
C 2.7776 0.8340 -0.0516 -0.24 -0.03 0.32
C 3.8070 1.7628 0.0327 0.00 0.58 0.25
C 3.6884 2.8562 0.9258 -0.07 0.05 -0.36
O 4.5311 3.9242 0.9197 -0.10 -0.83 -0.12
C 5.6253 3.9485 -0.0307 -0.35 -0.08 0.35
C 2.6033 2.8958 1.8354 0.58 0.05 -0.45
C 1.6031 1.9475 1.7520 -0.06 -0.19 -0.22
C -0.7551 -0.0937 3.1814 0.11 -0.01 -0.39
C -1.4065 0.5490 4.2252 -0.44 0.38 0.06
H -3.2793 2.8158 6.8107 0.21 -0.21 0.00
H -2.7813 1.0996 6.5858 0.03 0.39 -0.10
H -1.5560 2.4294 6.4775 -0.34 -0.13 -0.13
H -3.5299 2.4961 2.3853 0.09 -0.14 0.06
H -2.3719 1.3552 0.5664 0.12 0.10 0.16
H 0.7957 2.2792 -1.2216 -0.18 -0.06 -0.13
H -0.5057 3.3931 -3.0164 -0.10 -0.21 0.14
H -4.4419 2.8082 -5.0700 -0.02 -0.20 0.07
H -3.8923 1.1022 -4.9242 -0.04 0.30 0.10
H -4.7409 1.9000 -3.5507 0.26 0.10 -0.18
H -3.3565 0.1320 -2.9414 0.24 0.33 0.37
H -2.3133 -0.7023 -0.8983 0.32 0.11 -0.28
H 2.8654 0.0386 -0.7925 -0.05 0.20 0.14
H 4.6831 1.6818 -0.6141 -0.42 -0.01 0.17
H 6.1506 4.8742 0.2058 0.00 -0.21 -0.14
H 6.2899 3.0833 0.1130 -0.18 0.30 -0.02
H 5.2547 3.9780 -1.0672 0.04 -0.03 0.35
H 2.5575 3.6993 2.5664 0.01 -0.13 -0.17
H 0.7596 2.0023 2.4375 0.16 0.06 -0.16
H -0.0440 -0.8796 3.4241 -0.09 0.37 -0.03
H -1.1480 0.3189 5.2624 -0.09 -0.02 -0.48
```
Positions in Å, forces in eV/Å.

Frontier orbital gap ... 9.168 eV
Charge ... +1
Strongest force on any atom ... 3.21 eV/A

Just the Mulliken charges please, in e? Sure, here they are:
1. C -1.457
2. N 0.252
3. C -0.895
4. C -0.344
5. C 0.389
6. C -0.040
7. C -1.389
8. C 0.249
9. C 0.874
10. F -0.267
11. F -0.244
12. F -0.261
13. C -1.103
14. C -0.609
15. H 0.482
16. H 0.296
17. H 0.496
18. H 0.367
19. H 0.299
20. H 0.359
21. H 0.773
22. H 0.961
23. H 0.459
24. H 0.482
25. H 0.293
26. C -0.801
27. O -0.420
28. C 0.678
29. C -1.023
30. C -0.379
31. C 0.041
32. P 3.024
33. C -0.170
34. C -0.671
35. C -0.810
36. C 0.617
37. O -0.431
38. C -0.785
39. C -0.868
40. C -0.649
41. C -0.105
42. C -0.611
43. C -0.618
44. C 0.576
45. O -0.427
46. C -0.816
47. C -0.883
48. C -0.369
49. C -0.421
50. C -0.607
51. H 0.249
52. H 0.325
53. H 0.340
54. H 0.488
55. H 0.297
56. H 0.360
57. H 0.472
58. H 0.244
59. H 0.327
60. H 0.339
61. H 0.409
62. H 0.612
63. H 0.267
64. H 0.405
65. H 0.246
66. H 0.327
67. H 0.352
68. H 0.479
69. H 0.312
70. H 0.258
71. H 0.399

***

(3)
Molecular formula: C31H32F5N3O2PRuSSe2
Method: DFT, wB97M-V/def2-TZVPD

The geometry in XYZ format:
```
78
Properties=species:S:1:pos:R:3:forces:R:3
Ru -0.5772 -0.6896 -0.6746 -0.70 1.07 0.93
S -3.5884 -1.6012 -3.9338 -0.13 0.15 -0.13
C -3.0469 -3.0877 -3.3054 -0.03 -0.07 -0.05
C -2.0954 -2.9107 -2.3491 0.20 -0.06 0.13
C -1.7860 -1.5347 -2.1001 0.34 -0.41 0.35
C -2.5258 -0.7167 -2.8995 -0.22 0.31 -0.34
C -2.3750 0.7383 -2.9514 -0.02 -0.27 -0.11
C -2.9598 1.5487 -3.9189 -0.13 0.05 -0.13
C -2.6518 2.8962 -3.9376 -0.11 -0.07 -0.13
C -1.7681 3.3999 -2.9990 0.07 0.07 0.08
C -1.2462 2.5303 -2.0583 -0.09 -0.10 0.18
N -1.5547 1.2338 -2.0230 0.06 -0.07 0.05
H -3.4540 -4.0155 -3.6834 0.06 0.07 0.06
H -1.6058 -3.7408 -1.8568 -0.04 0.09 -0.03
H -3.6276 1.1178 -4.6553 0.04 0.04 0.02
H -3.0841 3.5453 -4.6892 -0.01 -0.03 0.02
H -1.4854 4.4446 -2.9885 -0.01 -0.06 0.01
H -0.5662 2.8812 -1.2927 0.04 -0.03 0.03
C 1.1557 6.5302 3.9553 0.00 -0.08 -0.05
C 0.9761 5.3284 3.0601 -0.06 0.04 0.05
C -0.2559 4.6998 2.9134 -0.05 -0.01 0.00
C -0.4508 3.5901 2.0976 -0.04 -0.01 0.05
C -1.8519 3.0282 1.9775 0.10 0.07 0.01
C 0.6559 3.0525 1.3725 -0.13 0.07 -0.03
C 0.5769 1.9042 0.5448 -0.31 -0.03 -0.18
O -0.4504 1.0557 0.5416 0.30 0.09 -0.11
C 1.9231 3.7089 1.5076 0.08 0.01 -0.01
C 3.1318 3.2002 0.7643 -0.04 0.05 0.07
C 2.0503 4.8066 2.3340 0.08 -0.03 -0.02
H 0.2114 6.8182 4.4204 0.04 -0.02 -0.02
H 1.5305 7.3929 3.3966 -0.02 -0.06 0.02
H 1.8746 6.3297 4.7561 -0.05 0.00 -0.05
H -1.1136 5.1030 3.4483 0.05 -0.04 -0.04
H -2.5673 3.7337 2.4027 0.01 -0.01 0.01
H -1.9635 2.0791 2.5087 0.03 0.11 -0.01
H -2.1258 2.8321 0.9402 0.03 0.02 0.03
H 1.4285 1.6700 -0.0815 0.04 -0.11 -0.10
H 3.3145 2.1396 0.9667 0.02 0.04 -0.01
H 4.0216 3.7623 1.0535 -0.06 -0.03 -0.02
H 3.0148 3.2853 -0.3190 -0.01 -0.02 0.00
H 3.0266 5.2799 2.4238 -0.07 -0.05 -0.02
F 3.0165 -7.8840 -4.0061 0.05 -0.19 -0.14
C 2.7293 -6.8453 -3.2425 0.04 0.01 0.00
C 3.7255 -5.9523 -2.8922 -0.05 -0.05 -0.03
F 4.9643 -6.1486 -3.3288 0.11 -0.01 -0.03
C 3.4185 -4.8732 -2.0917 -0.18 -0.05 -0.02
F 4.4095 -4.0529 -1.7866 0.07 0.20 0.13
C 2.1169 -4.6449 -1.6253 0.11 0.10 0.06
Se 1.7445 -3.1458 -0.5458 0.04 -0.15 -0.13
C 1.1454 -5.5764 -1.9961 0.07 0.04 0.03
F -0.1095 -5.4655 -1.5648 -0.12 0.09 0.10
C 1.4355 -6.6621 -2.7911 0.00 0.00 -0.01
F 0.4920 -7.5388 -3.1227 -0.09 -0.07 -0.02
C -2.1001 -0.8996 2.5143 0.05 0.06 -0.04
P -2.0950 -1.6631 0.8710 -0.29 -0.19 0.10
C -3.8588 -1.7266 0.4464 0.01 0.01 -0.09
C -1.6961 -3.3961 1.2562 0.01 0.04 -0.06
H -2.8250 -1.4134 3.1471 0.00 0.01 0.02
H -2.3625 0.1540 2.4304 0.01 -0.07 -0.01
H -1.1068 -0.9824 2.9520 0.02 0.02 0.00
H -4.4190 -2.1689 1.2713 -0.04 0.01 -0.02
H -3.9994 -2.3218 -0.4570 0.00 0.03 0.03
H -4.2262 -0.7179 0.2538 0.01 0.00 0.01
H -2.4001 -3.7742 1.9995 0.01 -0.02 -0.01
H -0.6821 -3.4470 1.6503 0.02 0.01 0.00
H -1.7491 -4.0106 0.3583 0.00 0.01 0.03
Se 3.4404 0.9654 -2.7450 0.16 0.13 -0.04
C 1.9482 0.2130 -2.2185 -0.36 -0.41 0.01
N 0.9549 -0.3132 -1.8707 0.97 0.35 -0.52
C 3.1688 -0.9056 2.4524 -0.02 -0.01 0.07
C 1.7393 -0.5198 2.1763 -0.04 0.04 -0.24
N 1.2167 0.4637 2.9258 -0.02 -0.16 0.23
O 1.0787 -1.0708 1.2916 0.17 -0.41 0.07
H 3.3385 -1.0338 3.5232 0.02 0.02 -0.05
H 3.8278 -0.1116 2.0918 -0.03 -0.03 0.01
H 3.4083 -1.8235 1.9225 -0.02 0.02 0.01
H 1.8142 1.0167 3.5159 0.02 0.04 -0.01
H 0.3809 0.9071 2.5661 0.01 -0.08 0.07
```
Positions in Å, forces in eV/Å.

Frontier orbital gap (alpha / beta) ... 5.657 / 5.068 eV
Multiplicity ... 6
Relative energy (zero: lowest compared OMol25 entry of this formula, charge and spin) ... 0.0 kcal per mole
<S²> ... 8.82
Strongest force on any atom ... 1.59 eV/A

Just the Mulliken charges please, in e? Sure, here they are:
1. Ru -0.128
2. S -0.323
3. C -0.638
4. C -0.081
5. C -0.329
6. C 0.901
7. C 0.976
8. C -1.119
9. C -0.440
10. C -1.109
11. C -0.381
12. N 0.316
13. H 0.499
14. H 0.301
15. H 0.392
16. H 0.405
17. H 0.501
18. H 0.508
19. C -1.439
20. C 0.486
21. C -1.131
22. C 0.551
23. C -0.989
24. C 1.259
25. C -0.521
26. O 0.701
27. C 0.777
28. C -1.429
29. C -0.935
30. H 0.349
31. H 0.336
32. H 0.319
33. H 0.290
34. H 0.465
35. H 0.030
36. H 0.148
37. H -0.045
38. H 0.111
39. H 0.376
40. H 0.242
41. H 0.344
42. F -0.285
43. C 0.619
44. C 0.183
45. F -0.281
46. C 0.375
47. F -0.285
48. C -0.387
49. Se 0.108
50. C 0.498
51. F -0.260
52. C -0.091
53. F -0.295
54. C -1.104
55. P 1.272
56. C -1.326
57. C -1.203
58. H 0.547
59. H 0.029
60. H 0.301
61. H 0.461
62. H 0.339
63. H 0.328
64. H 0.458
65. H 0.267
66. H 0.220
67. Se -0.212
68. C 0.070
69. N -0.812
70. C -1.419
71. C 0.536
72. N -0.144
73. O -0.262
74. H 0.426
75. H 0.297
76. H 0.219
77. H 0.300
78. H -0.039